ORCA calculation (ωB97M-V with the def2-TZVPD basis set) on a cluster of 2 separate species, C7H14 in total at a distorted geometry.

The gap between HOMO and LUMO comes out at 7.9 eV. The total charge is 0. The calculation puts the energy relative to the best compared isomer or geometry (same formula, charge and spin) at 4.843 eV. The calculation puts the HOMO energy at -7.35 eV. The total energy is -7481.451 eV. For the molecular weight, the calculation gives 98.189 g mol⁻¹.

Geometry as XYZ:
```
21
Properties=species:S:1:pos:R:3:forces:R:3:mulliken_charge:R:1
C -2.57862 -0.27033 0.13209 -0.1008 0.2111 0.6541 -1.033
C -1.71196 -0.53322 1.36747 0.4898 -0.2478 0.0921 -0.608
C -0.30197 -0.97015 1.10114 -0.0313 0.0327 -0.7774 -0.291
C 0.73874 -0.13817 0.98682 -1.3826 -1.4704 1.2095 0.729
C 0.83301 1.29058 0.95569 1.2620 -0.3757 -1.1702 -1.035
C 2.08176 -0.34630 0.62400 -0.3309 1.7240 0.1922 -0.501
C 2.56094 -1.30140 -0.41402 0.2594 0.4057 -0.1221 -1.096
H -2.99441 -1.20478 -0.23962 0.1566 0.0311 -0.3397 0.312
H -2.00379 0.25870 -0.61634 -0.0052 -0.0105 -0.3555 0.319
H -3.41773 0.35965 0.43109 -0.0976 0.0049 -0.1440 0.286
H -1.67203 0.35132 2.02303 -0.1206 -0.1911 -0.1852 0.359
H -2.15666 -1.37072 1.89491 -0.3403 0.1171 0.4945 0.332
H -0.13240 -2.02086 0.86025 -0.0185 0.0726 0.2423 0.306
H -1.38435 3.24183 -5.21717 0.5335 0.2078 0.2477 0.007
H 0.63425 1.83249 0.05250 -0.4761 0.1993 -0.1878 0.278
H 1.32405 1.82139 1.74749 0.2389 0.2200 0.2437 0.339
H 2.78111 0.25020 1.19485 0.4063 -0.6185 0.2198 0.365
H -0.73491 3.49540 -4.91652 -0.5333 -0.2083 -0.2469 -0.007
H 2.34027 -2.30837 -0.08390 -0.2167 -0.3477 0.1784 0.294
H 2.16249 -1.21390 -1.42256 -0.2225 0.2849 0.0225 0.307
H 3.63221 -1.22341 -0.46119 0.5300 -0.0413 -0.2682 0.338
```
Forces are in eV/Å.

ORCA calculation (ωB97M-V with the def2-TZVPD basis set) on a structure of composition C13H31AuN4O.

The gap between HOMO and LUMO comes out at 8.4 eV. The total charge is +2. The calculation puts the energy relative to the best compared isomer or geometry (same formula, charge and spin) at 0.000 eV. The calculation puts the HOMO energy at -15.65 eV. The total energy is -25668.221 eV. For the molecular weight, the calculation gives 456.385 g mol⁻¹.

Geometry as XYZ:
```
50
Properties=species:S:1:pos:R:3:forces:R:3:mulliken_charge:R:1
Au 0.13337 0.28978 -0.03507 -0.0560 -0.1003 0.4252 2.018
C -0.78637 2.51478 1.82330 0.0438 -0.0830 -0.0689 -0.967
C 0.13335 1.58734 2.62992 -0.0150 0.0392 0.0311 -0.568
N 0.19974 0.21081 2.04333 -0.0001 0.1741 -0.1023 -0.659
C 1.37933 -0.61098 2.46883 0.0726 0.0185 0.0127 -0.613
C 2.45971 -0.59803 1.39802 0.0238 -0.0657 0.0048 -0.661
N 1.86744 -0.78514 0.03958 -0.0507 0.0530 0.0187 -0.643
C 1.61047 -2.19302 -0.43930 0.0426 -0.0644 -0.0326 -0.737
C 0.73844 -3.15738 0.37964 0.0289 0.0110 0.0729 -0.771
C -0.71701 -2.81027 0.76364 0.0359 0.1531 -0.0274 -0.738
N -1.29019 -1.79345 -0.11041 -0.0906 -0.1673 -0.3343 -0.214
C -2.58684 -1.22318 0.24246 0.1387 0.1133 0.0015 -0.700
C -2.76219 0.13284 -0.44595 -0.1510 0.0102 -0.0151 -0.720
N -1.73763 1.15812 -0.04939 0.0605 -0.0090 0.1889 -0.465
C -2.03147 1.83639 1.25295 -0.0649 0.0231 -0.0067 -0.552
H -0.22362 2.95562 0.99505 -0.0114 0.0520 0.0166 0.323
H -1.07914 3.34913 2.45956 -0.0336 -0.0415 0.0484 0.523
H -0.20159 1.49147 3.66416 -0.0226 0.0250 -0.0057 0.458
H 1.14428 1.99189 2.64470 0.0080 -0.0172 0.0064 0.432
H -0.64248 -0.28229 2.32722 0.0441 -0.0435 0.1124 0.319
H 1.03219 -1.62226 2.65492 -0.0410 -0.0566 -0.0108 0.324
H 1.77796 -0.22554 3.40753 -0.0023 -0.0036 0.0002 0.525
H 3.19787 -1.37806 1.59392 0.0024 0.0119 0.0201 0.398
H 2.97971 0.35974 1.38604 -0.0076 0.0156 -0.0045 0.416
H 2.49544 -0.37169 -0.64775 0.0761 -0.0839 0.0173 0.293
H 2.59312 -2.66018 -0.53689 -0.0105 -0.0157 -0.0161 0.530
H 1.21139 -2.07022 -1.44657 -0.0247 0.0537 0.0231 0.403
H 1.26949 -3.47341 1.27968 -0.0036 0.0001 0.0124 0.266
H 0.71857 -4.04876 -0.25120 0.0305 -0.0080 0.0021 0.456
H -0.75814 -2.41628 1.78341 0.0020 0.0155 0.0351 0.326
H -1.30408 -3.73265 0.79044 0.0200 -0.0218 -0.0104 0.476
H -1.29730 -2.10195 -1.07820 -0.0418 -0.0519 0.0261 0.286
H -2.64221 -1.11939 1.33112 0.0185 -0.0069 0.0072 0.304
H -3.43200 -1.85550 -0.04254 -0.0299 0.0177 0.0081 0.442
H -3.74903 0.54230 -0.22230 -0.0021 -0.0046 -0.0241 0.500
H -2.68266 0.01371 -1.52647 0.0501 -0.0063 0.0051 0.349
H -1.69974 1.85614 -0.79089 -0.0437 0.0165 -0.0019 0.266
H -2.43144 1.08097 1.93185 -0.0141 0.0187 0.0223 0.374
H -2.83088 2.55871 1.08744 0.0238 0.0184 -0.0252 0.521
C -0.11039 2.26409 -3.39365 0.0440 -0.0063 -0.0314 -1.403
C 0.86154 1.44259 -2.56847 -0.0448 -0.0149 -0.0677 0.743
C 1.99413 0.86924 -3.39779 -0.0101 0.0174 -0.0062 -1.393
O 0.13069 0.34458 -1.96334 0.0265 0.0534 -0.3584 -0.734
H 0.39174 3.12954 -3.82662 -0.0135 -0.0098 -0.0154 0.427
H -0.93996 2.63149 -2.78442 0.0057 0.0323 0.0002 0.296
H -0.52114 1.66247 -4.20473 -0.0149 -0.0051 0.0118 0.347
H 1.28695 2.08623 -1.78671 -0.0248 -0.0427 0.0559 0.142
H 1.59971 0.26814 -4.21715 -0.0040 -0.0184 0.0139 0.343
H 2.64704 0.23295 -2.79401 0.0307 0.0142 -0.0199 0.283
H 2.60383 1.66856 -3.81886 -0.0002 -0.0095 -0.0156 0.429
```
Forces are in eV/Å.

ORCA calculation (ωB97M-V with the def2-TZVPD basis set) on the molecule C4H6N2O2 at a distorted geometry.

The gap between HOMO and LUMO (spin up / spin down) comes out at 7.8 / 6.9 eV. The total charge is 0. The calculation puts the energy relative to the best compared isomer or geometry (same formula, charge and spin) at 4.451 eV. The calculation puts the HOMO energy (spin up / spin down) at -8.35 / -7.56 eV. The total energy is -11316.591 eV. For the molecular weight, the calculation gives 114.104 g mol⁻¹.

Geometry as XYZ:
```
14
Properties=species:S:1:pos:R:3:forces:R:3:mulliken_charge:R:1
C -1.08989 -1.05773 0.58186 0.2945 -0.1877 0.0815 -0.288
C -1.51831 -0.01769 -0.24404 3.9373 0.7450 2.8604 -0.444
C 0.34005 -1.10892 1.00645 -1.2279 -0.8246 1.5816 0.461
C -0.84797 1.19565 -0.27549 1.5306 1.0077 2.4698 0.084
N 1.18031 -0.44063 0.12619 0.8576 0.0324 0.5886 -0.209
N 2.43508 -0.36045 0.62393 -2.1013 -0.6913 0.2055 -0.451
O 0.73878 -1.70645 2.04091 -0.2165 0.7572 -1.4859 -0.711
O -0.93663 2.08275 -1.29897 -1.3073 -2.7750 -0.3711 -0.443
H -1.88260 -1.81120 0.87193 1.5626 0.6386 -0.1744 0.328
H -2.30472 -0.19820 -0.81365 -3.6810 -0.4569 -2.7192 0.468
H -0.24148 1.56870 0.67351 -1.3074 -0.7975 -2.4611 0.311
H 2.61522 -0.97997 1.43467 -0.0687 0.4252 -0.4843 0.282
H 3.07949 -0.24002 -0.11796 0.8742 0.0394 -0.2823 0.249
H -1.41541 1.44328 -1.92440 0.8534 2.0875 0.1912 0.361
```
Forces are in eV/Å.